ORCA calculation (ωB97M-V/def2-TZVPD) on the molecule C11H16FO4P.

Results
ΔE to the lowest compared entry with this formula, charge and spin ... 8.77 kcal per mole
LUMO energy ... 0.63 eV
SMILES ... Cc1ccccc1CO[P@@](=O)(O)OCCCF

XYZ file:
```
33
C11H16FO4P ωB97M-V/def2-TZVPD
C 1.49 -2.26 0.80
C 2.40 -1.06 0.39
C 3.68 -0.74 1.02
C 4.39 0.43 0.56
C 3.93 1.31 -0.51
C 2.65 1.00 -1.13
C 1.90 -0.18 -0.67
C 0.51 -0.40 -1.39
O -0.06 0.86 -1.81
P -0.87 1.62 -0.59
O -0.18 1.62 0.73
O -1.03 3.20 -1.08
O -2.41 1.06 -0.38
C -2.61 0.52 0.96
C -4.03 -0.21 0.92
C -4.07 -1.06 -0.41
F -4.72 -0.34 -1.42
H 1.36 -3.02 -0.01
H 1.82 -2.74 1.76
H 0.48 -1.82 1.02
H 4.03 -1.41 1.83
H 5.36 0.70 1.05
H 4.48 2.19 -0.88
H 2.28 1.67 -1.94
H -0.19 -1.04 -0.79
H 0.76 -0.95 -2.34
H -0.41 3.69 -0.50
H -2.56 1.31 1.75
H -1.85 -0.29 1.16
H -4.07 -0.87 1.83
H -4.82 0.58 0.94
H -4.63 -2.01 -0.16
H -3.03 -1.39 -0.69
```

***

ORCA calculation (ωB97M-V/def2-TZVPD) on a structure of composition C10H10F3NO2Zr.

Results
ΔE to the lowest compared entry with this formula, charge and spin ... 18.52 kcal per mole
LUMO energy ... -0.06 eV

XYZ file:
```
27
C10H10F3NO2Zr ωB97M-V/def2-TZVPD
C 1.13 -1.24 -1.90
C -0.29 -1.00 -2.09
C -1.00 -1.79 -1.13
C 0.01 -2.51 -0.33
C 1.29 -2.16 -0.84
Zr 0.03 -0.09 0.22
C -1.24 1.64 -0.80
C 0.06 1.94 -1.27
C 0.62 2.68 -2.28
N 1.39 1.13 -0.63
H -2.08 -1.94 -1.10
H -0.74 -0.35 -2.85
H -0.23 -3.26 0.42
H 2.22 -2.58 -0.51
H 1.91 -0.77 -2.51
H -1.96 1.08 -1.47
H 2.21 1.89 -1.09
H -1.68 2.18 0.10
H -0.09 3.28 -2.98
H 1.73 2.70 -2.50
F -0.04 -1.25 4.86
C -0.53 -0.14 4.30
F -1.89 -0.09 4.46
F 0.03 0.96 4.87
C -0.33 -0.12 2.77
O 0.22 -1.14 2.14
O -0.77 0.94 2.12
```

***

ORCA calculation (ωB97M-V/def2-TZVPD) on the molecule C23H40B2F9N2O7P.

Results
LUMO energy ... 0.06 eV
SMILES ... CCB(O)[C@](CCCCCCCOC)(N=C=O)OCCO[C@@](CCC(F)(F)C(F)(F)C(F)(F)C(F)(F)F)([PH2]=O)B(O)N(C)C

XYZ file:
```
84
C23H40B2F9N2O7P ωB97M-V/def2-TZVPD
C 2.23 0.32 5.47
C 3.12 0.69 4.20
B 2.39 1.84 3.35
O 2.61 3.19 3.79
C 1.47 1.56 2.03
C 1.78 2.71 1.00
C 0.96 4.05 1.21
C -0.01 4.34 -0.02
C -0.89 3.10 -0.44
C -2.27 3.54 -1.13
C -3.47 3.43 -0.08
C -4.61 2.41 -0.51
O -5.87 3.10 -0.30
C -6.69 2.38 0.64
N 0.03 1.65 2.55
C -0.20 0.54 3.07
O -0.40 -0.50 3.49
O 1.61 0.22 1.51
C 2.75 0.04 0.69
C 2.93 -1.53 0.53
O 1.86 -2.21 -0.11
C 1.53 -1.82 -1.43
C 0.76 -3.09 -2.09
C 0.24 -4.15 -1.05
C -1.03 -3.69 -0.22
F -1.80 -2.93 -1.11
F -0.71 -2.99 0.92
C -1.88 -4.95 0.30
F -1.02 -6.05 0.37
F -2.31 -4.76 1.60
C -3.05 -5.37 -0.68
F -3.39 -6.68 -0.32
F -2.59 -5.47 -1.98
C -4.38 -4.52 -0.56
F -5.44 -5.23 -0.07
F -4.27 -3.38 0.17
F -4.71 -4.12 -1.85
P 0.23 -0.41 -1.54
O -0.68 -0.32 -0.35
B 2.73 -1.50 -2.45
O 3.81 -2.43 -2.59
N 2.75 -0.24 -3.24
C 2.30 -0.46 -4.64
C 4.04 0.48 -3.14
H 2.82 0.31 6.42
H 1.43 1.11 5.58
H 1.70 -0.66 5.35
H 4.14 1.01 4.58
H 3.23 -0.22 3.56
H 1.78 3.57 4.12
H 2.88 2.98 1.14
H 1.69 2.43 -0.08
H 1.71 4.89 1.19
H 0.44 4.13 2.20
H -0.63 5.26 0.15
H 0.68 4.58 -0.89
H -0.32 2.57 -1.27
H -1.06 2.34 0.36
H -2.17 4.58 -1.56
H -2.53 2.86 -1.99
H -3.02 3.03 0.87
H -3.90 4.44 0.11
H -4.53 1.49 0.14
H -4.59 2.13 -1.60
H -7.73 2.81 0.54
H -6.72 1.30 0.31
H -6.30 2.43 1.69
H 2.68 0.51 -0.33
H 3.72 0.41 1.15
H 3.97 -1.80 0.16
H 2.93 -1.90 1.60
H 1.54 -3.62 -2.71
H -0.03 -2.77 -2.82
H -0.12 -5.03 -1.66
H 1.05 -4.58 -0.39
H 0.94 0.84 -1.60
H -0.44 -0.56 -2.80
H 4.55 -2.15 -2.02
H 1.23 -0.14 -4.83
H 2.40 -1.56 -4.88
H 2.92 0.08 -5.41
H 4.79 -0.05 -2.49
H 3.89 1.52 -2.71
H 4.55 0.64 -4.13
```

***

ORCA calculation (ωB97M-V/def2-TZVPD) on the molecule C5H6O3.

Results
ΔE to the lowest compared entry with this formula, charge and spin ... 175.06 kcal per mole
LUMO energy ... 0.50 eV
SMILES ... C#CC1(O)[C@@H](O)[C@@H]1O

XYZ file:
```
14
C5H6O3 ωB97M-V/def2-TZVPD
C 0.58 0.44 -0.80
C 0.35 -1.03 -0.51
C -0.03 0.13 0.51
C -1.44 0.64 0.99
C -2.62 0.98 1.12
H 2.03 1.58 -0.78
H -0.16 1.20 -1.34
H 1.12 -1.33 0.46
H -0.08 -1.46 -2.45
H 1.77 0.05 1.25
H -3.63 1.45 0.98
O 1.95 0.71 -0.90
O -0.43 -1.86 -1.38
O 0.72 0.10 1.54
```

***

ORCA calculation (ωB97M-V/def2-TZVPD) on the molecule C5H9INP.

Results
ΔE to the lowest compared entry with this formula, charge and spin ... 18.40 kcal per mole
LUMO energy ... -0.37 eV
SMILES ... C#CC(C)(C)N(P)I

XYZ file:
```
17
C5H9INP ωB97M-V/def2-TZVPD
C 0.27 2.82 -0.73
C 0.15 1.68 -0.31
C -0.20 0.25 1.58
C -1.48 -0.14 -0.57
C -0.10 0.24 0.05
N 0.99 -0.53 -0.53
P 0.49 -2.50 -0.40
I 2.89 -0.04 0.17
H 0.63 3.73 -1.13
H 0.82 0.76 2.04
H -0.98 0.87 1.92
H -0.37 -0.83 2.00
H -2.36 0.33 0.06
H -1.51 0.35 -1.63
H -1.69 -1.30 -0.69
H 0.60 -2.59 -1.72
H 1.86 -3.08 -0.09
```

***

ORCA calculation (ωB97M-V/def2-TZVPD) on a structure of composition C5H7NO.

Results
ΔE to the lowest compared entry with this formula, charge and spin ... 57.14 kcal per mole
LUMO energy ... 0.75 eV

XYZ file:
```
14
C5H7NO ωB97M-V/def2-TZVPD
O -2.59 -1.41 -0.28
C -1.43 -0.73 -0.04
C -0.25 -1.17 -0.46
C 1.00 -0.38 -0.15
C 0.98 1.16 -0.45
C 1.14 1.20 1.04
N 1.17 -0.06 1.30
H -3.31 -0.89 0.09
H -1.53 0.21 0.50
H -0.15 -2.14 -0.93
H 1.89 -0.89 -0.54
H 0.05 1.54 -0.86
H 1.83 1.57 -1.02
H 1.20 2.00 1.78
```

***

ORCA calculation (ωB97M-V/def2-TZVPD) on a cluster of 2 separate species, C3H12NOSi in total.

Results
Charge ... +1
ΔE to the lowest compared entry with this formula, charge and spin ... 76.11 kcal per mole
LUMO energy ... -3.91 eV

XYZ file:
```
18
C3H12NOSi ωB97M-V/def2-TZVPD
C -1.12 -2.16 -0.73
C -0.08 -0.90 -0.84
C 0.46 -0.29 0.50
N 1.68 0.51 0.14
O -0.41 2.91 0.61
Si -1.24 1.86 1.40
H -0.36 -2.94 -0.44
H -1.79 -1.88 0.06
H -1.58 -2.36 -1.59
H 0.67 -1.16 -1.62
H -0.73 -0.16 -1.32
H 0.69 -1.04 1.29
H 1.95 0.03 -0.80
H 1.28 1.40 -0.16
H 2.44 0.53 0.87
H -0.34 3.55 -0.11
H -2.61 2.02 0.77
H -0.84 1.86 2.75
```

***

ORCA calculation (ωB97M-V/def2-TZVPD) on the molecule C6H9N.

Results
ΔE to the lowest compared entry with this formula, charge and spin ... 65.11 kcal per mole
LUMO energy ... 1.04 eV
SMILES ... CC#CC[C@H]1CN1

XYZ file:
```
16
C6H9N ωB97M-V/def2-TZVPD
C 2.55 0.94 1.96
C 1.67 0.15 1.10
C 0.94 -0.48 0.39
C 0.00 -1.17 -0.50
C -1.41 -0.64 -0.32
C -1.77 0.71 -0.81
N -2.21 -0.49 -1.54
H 2.56 1.99 1.66
H 3.58 0.57 1.92
H 2.22 0.89 3.00
H 0.02 -2.25 -0.31
H 0.29 -1.03 -1.54
H -1.92 -0.99 0.58
H -1.01 1.30 -1.32
H -2.51 1.29 -0.26
H -3.19 -0.66 -1.36
```

***

| no. | gap between HOMO and LUMO (eV) |
| --- | --- |
| 1 | 9.5 |
| 2 | 7.7 |
| 3 | 9.2 |
| 4 | 9.2 |
| 5 | 8.2 |
| 6 | 9.5 |
| 7 | 8.6 |
| 8 | 10.4 |